1.
Entry from OMol25: a cluster of 7 separate species, C28H61Cl2N2O11PS6 in total in a non-equilibrium geometry (wB97M-V/def2-TZVPD).

Values from the calculation:
* E_tot: -154864.2760 eV
* net charge: 0
* spin multiplicity: 1
* HOMO: -8.633 eV
* Kohn-Sham gap: 8.906 eV

Last column: Mulliken charge in e.
Element x y z (Å)
C -5.07608 2.97081 -2.42013  -0.631
C -4.48721 1.43883 -2.37323  -0.237
O -3.15492 1.54894 -1.79484  -0.068
P -2.57862 0.06467 -1.18444  0.942
O -3.66789 -0.96179 -0.82214  -0.786
C -1.69646 0.49936 0.46165  -0.579
C -1.21190 -0.80674 1.26424  -0.740
C -0.32629 -0.48675 2.59033  1.989
C 1.21991 -0.72557 2.12771  -0.399
N 2.38146 -0.87873 1.83180  -0.707
C -0.37862 1.09103 3.02799  -1.156
O 0.52237 1.91783 2.19972  -0.254
C 1.57838 2.47533 2.99727  0.338
C 1.36354 3.97244 3.58247  -0.799
O 2.67252 1.89394 3.23131  -0.470
C -0.57196 -1.50186 3.81658  -0.286
C -0.83543 -3.01407 3.27330  -0.191
N -1.08565 -4.13507 2.86982  -0.580
C -1.82151 -1.15404 4.76773  -0.518
Cl -3.33836 -0.60022 3.89447  -0.078
C -1.52583 -0.08488 5.93441  0.236
C -2.73007 -0.16968 7.04813  -1.035
Cl 0.04660 -0.33944 6.84087  -0.148
O -1.35316 -0.51021 -2.21859  -0.369
C -1.78023 -1.65057 -3.01985  -0.104
C -1.03993 -3.02820 -2.54809  -0.825
H -5.95625 3.03798 -1.66329  0.248
H -5.45260 3.27165 -3.45832  0.283
H -4.26247 3.67438 -1.99523  0.024
H -5.23733 0.84157 -1.74991  0.311
H -4.43327 1.10766 -3.48114  0.228
H -0.73349 1.06616 0.13324  0.188
H -2.30185 1.25122 1.08108  0.194
H -2.16670 -1.42377 1.49384  0.340
H -0.55503 -1.46807 0.57101  0.255
H 0.10313 1.11519 4.08821  0.616
H -1.44023 1.51646 3.02858  0.314
H 1.86993 4.05948 4.60367  0.265
H 1.90526 4.69056 2.85436  0.248
H 0.22349 4.14888 3.60826  0.277
H 0.44172 -1.57811 4.38120  0.756
H -2.10454 -2.14661 5.30431  0.605
H -1.64095 0.96736 5.46384  0.195
H -3.57191 -0.87637 6.72335  0.303
H -3.12670 0.89241 7.29683  0.288
H -2.25227 -0.59037 8.00310  0.332
H -2.91271 -1.76981 -3.13572  0.322
H -1.37094 -1.45873 -4.09326  0.128
H -1.06027 -3.18011 -1.41194  0.213
H -1.45747 -3.95702 -3.07219  0.289
H 0.08255 -2.97812 -2.84873  0.237
C -1.88335 -3.06339 -7.33027  -0.889
S -2.26756 -4.15224 -5.94150  0.558
O -0.99461 -4.39058 -5.19202  -0.616
C -2.58955 -5.61944 -6.94269  -0.885
H -1.61021 -2.08325 -6.93588  0.334
H -1.04741 -3.47006 -7.90248  0.282
H -2.76272 -2.96395 -7.96915  0.305
H -1.70990 -5.86390 -7.53851  0.257
H -3.44425 -5.43497 -7.59424  0.281
H -2.81735 -6.45132 -6.27402  0.398
C 6.81772 4.47433 4.97276  -0.971
S 5.34058 5.00418 4.07913  0.415
O 4.15457 4.61238 4.89953  -0.563
C 5.49033 3.79907 2.74220  -0.926
H 6.90529 5.07211 5.88111  0.335
H 6.73329 3.41911 5.23976  0.301
H 7.69843 4.63465 4.34813  0.369
H 5.48820 2.78683 3.15093  0.374
H 6.41498 3.97968 2.18993  0.458
H 4.63894 3.92008 2.07092  0.213
C 5.54939 2.11822 -0.57207  -0.850
S 7.19587 1.54251 -0.10268  0.550
O 8.19174 2.41064 -0.80240  -0.645
C 7.10805 -0.01910 -1.00612  -0.934
H 5.39542 3.11026 -0.14554  0.208
H 5.47034 2.17485 -1.65951  0.406
H 4.79700 1.43340 -0.17558  0.303
H 6.93053 0.17332 -2.06598  0.298
H 6.30373 -0.63253 -0.59550  0.341
H 8.05817 -0.54151 -0.88665  0.322
C -1.75396 6.38236 -2.85760  -0.992
S -1.56050 5.63121 -1.22654  0.577
O -2.86416 4.99344 -0.86918  -0.610
C -1.45250 7.18886 -0.31775  -0.994
H -1.87968 5.58571 -3.59222  0.300
H -2.63428 7.02809 -2.86867  0.306
H -0.86063 6.96064 -3.10070  0.386
H -2.35206 7.78331 -0.48907  0.313
H -0.56925 7.74075 -0.64487  0.377
H -1.36430 6.96319 0.74587  0.311
C -4.61115 -5.99566 -11.08285  -0.940
S -2.82039 -5.76994 -11.14851  0.397
O -2.33402 -5.62904 -9.74078  -0.527
C -2.86931 -4.11575 -11.87263  -0.922
H -4.82113 -6.96216 -10.62252  0.314
H -5.06537 -5.20291 -10.48498  0.293
H -5.01739 -5.98190 -12.09581  0.388
H -3.43314 -3.44181 -11.22455  0.279
H -3.33337 -4.16390 -12.85946  0.379
H -1.84592 -3.75136 -11.97188  0.313
C 3.46773 -3.03716 9.94611  -0.948
S 1.99034 -2.49293 9.06090  0.584
O 0.80490 -2.89057 9.87930  -0.635
C 2.13811 -3.68104 7.70806  -0.814
H 3.55782 -2.45078 10.86156  0.315
H 3.38134 -4.09539 10.20033  0.294
H 4.34806 -2.87119 9.32237  0.335
H 2.13530 -4.69850 8.10386  0.340
H 3.06267 -3.49403 7.15846  0.349
H 1.28677 -3.55017 7.03849  0.194


2.
Entry from OMol25: a structure of composition C28H61FNNbO11PS5 in a non-equilibrium geometry (wB97M-V/def2-TZVPD).

Values from the calculation:
* E_tot: -121761.3940 eV
* net charge: -1
* spin multiplicity: 1
* HOMO: -4.625 eV
* Kohn-Sham gap: 6.266 eV

Last column: Mulliken charge in e.
Element x y z (Å)
C 6.89730 -2.89273 0.70248  -0.909
C 6.57186 -4.19084 -0.18963  -0.552
C 5.22061 -4.07967 -1.05958  -0.601
C 3.98398 -4.30192 -0.04142  0.080
C 2.77266 -5.13908 -0.69917  -0.460
C 1.67313 -5.64358 0.36266  -1.032
Nb 0.23190 -4.05290 1.12063  -0.775
C 0.78979 -2.53020 -0.48872  -0.642
C 0.06890 -1.14194 -0.10422  0.485
O 0.23781 -0.54812 0.99427  -0.504
F -0.81091 -0.47408 -1.03847  -0.250
P 1.97796 -3.16509 2.79426  0.429
N 1.49618 -3.65196 4.28405  -0.602
H 7.47268 -3.22680 1.63870  0.252
H 5.97465 -2.32817 1.06944  0.235
H 7.55017 -2.19806 0.07306  0.279
H 6.45941 -5.12887 0.47755  0.307
H 7.45595 -4.39665 -0.90489  0.330
H 5.21145 -4.98115 -1.78524  0.320
H 5.13830 -3.12601 -1.68095  0.269
H 4.35370 -4.85804 0.90423  0.345
H 3.66722 -3.25577 0.32221  -0.182
H 2.30050 -4.60647 -1.60969  0.141
H 3.26680 -6.09666 -1.13368  0.455
H 2.20539 -6.12173 1.27699  0.370
H 1.04347 -6.49619 -0.09797  0.381
H -0.93159 -2.85334 1.82636  0.309
H -0.28745 -5.23679 2.41164  0.035
H -1.01942 -4.71067 -0.04716  0.015
H 1.90666 -2.35154 -0.63767  0.239
H 0.35175 -2.87543 -1.48802  0.363
H 3.30370 -3.69550 2.60400  -0.050
H 1.97751 -1.72587 2.82443  -0.067
H 0.62678 -4.20092 4.21961  0.128
C -0.54219 3.54207 -2.86293  -0.748
C -0.71827 4.03808 -4.29928  0.049
C 0.15918 3.16418 -5.19668  -0.800
S 0.29089 1.57839 -4.37605  1.214
O 1.66772 1.37869 -3.98173  -0.708
O -0.44670 0.58817 -5.13141  -0.678
C -0.65416 2.02460 -2.93124  0.364
H -1.29079 3.96940 -2.19219  0.385
H 0.44853 3.82841 -2.49216  0.277
H -1.76608 3.93281 -4.59435  0.105
H -0.45465 5.09332 -4.39766  0.099
H -0.28560 3.02565 -6.18286  0.363
H 1.16501 3.57667 -5.29718  0.349
H -0.24983 1.52425 -2.05204  0.261
H -1.68687 1.71380 -3.09935  -0.379
C 1.35353 7.72235 -1.12408  -0.480
C 2.70121 7.44653 -1.79376  -0.680
C 2.43184 7.18797 -3.27739  -0.427
S 0.94308 8.09516 -3.68108  1.095
O -0.09488 7.14823 -4.01951  -0.648
O 1.28065 9.20861 -4.53904  -0.714
C 0.63350 8.70860 -2.03464  -0.740
H 1.47626 8.12348 -0.11597  0.339
H 0.78032 6.79234 -1.05102  0.234
H 3.34860 8.32277 -1.68404  0.311
H 3.21539 6.59997 -1.33345  0.348
H 3.25154 7.54211 -3.90329  0.358
H 2.24587 6.12995 -3.47171  0.173
H -0.43965 8.75793 -1.85160  0.401
H 1.07401 9.70549 -1.96187  0.356
C 1.83222 -0.04045 7.59641  -0.556
C 1.20417 -1.31070 7.01931  -0.540
C 2.24081 -2.42812 7.13345  -0.533
S 3.27274 -2.01259 8.53460  1.176
O 4.61056 -1.73862 8.05869  -0.670
O 3.01340 -2.94265 9.61314  -0.697
C 2.47817 -0.45909 8.91053  -0.721
H 1.09005 0.74683 7.74724  0.336
H 2.59439 0.33991 6.90844  0.300
H 0.31367 -1.57291 7.60070  0.298
H 0.88935 -1.17175 5.98286  0.218
H 1.77089 -3.39615 7.30505  0.377
H 2.87543 -2.47546 6.24765  0.213
H 3.21439 0.25720 9.27548  0.383
H 1.72365 -0.64720 9.67777  0.345
C -4.96375 -1.57148 3.38202  -0.584
C -5.13756 -1.05629 1.95166  -0.688
C -4.25813 -1.91790 1.04347  -0.294
S -4.12772 -3.51432 1.84154  0.975
O -2.75444 -3.71802 2.23657  -0.420
O -4.86493 -4.49351 1.07287  -0.712
C -5.07603 -3.08780 3.29217  -0.770
H -5.71323 -1.15317 4.05781  0.345
H -3.97445 -1.29062 3.75769  0.313
H -6.18660 -1.15747 1.65304  0.289
H -4.87371 0.00050 1.86783  0.343
H -4.70108 -2.04307 0.05496  0.334
H -3.25212 -1.50386 0.95043  0.096
H -4.67259 -3.60109 4.16468  0.398
H -6.10946 -3.39662 3.11807  0.339
C -6.39576 1.95389 -5.37657  -0.493
C -5.93100 0.62729 -5.98097  -0.612
C -4.49912 0.38082 -5.50102  -0.712
S -4.35104 1.21072 -3.92327  1.135
O -3.40174 2.29319 -4.06037  -0.654
O -4.24933 0.22424 -2.87354  -0.707
C -5.99624 1.90131 -3.90781  -0.797
H -7.47179 2.09858 -5.49452  0.349
H -5.88570 2.78521 -5.87429  0.275
H -6.58150 -0.18051 -5.62995  0.292
H -5.98407 0.63966 -7.07197  0.316
H -4.29557 -0.68234 -5.37032  0.394
H -3.76754 0.81832 -6.18260  0.361
H -5.98438 2.88088 -3.43034  0.378
H -6.63949 1.21788 -3.34906  0.365


no.,LUMO (eV)
1,0.272
2,1.640